# 1
Below is C16H20BrN3O2SSr as an isolated structure, with properties calculated with ωB97M-V with the def2-TZVPD basis set.

The geometry in ORCA input format:
```
! RIJCOSX wB97M-V def2-TZVPD def2/J DEFGRID3
* xyz 0 1
Sr -0.248 -0.121 -0.817
C 1.495 -0.944 1.840
C 2.009 -1.858 0.716
N 1.928 -1.340 -0.643
C 1.377 -2.174 -1.709
C 0.206 -3.113 -1.324
S -1.455 -2.699 -0.556
C -1.143 -2.671 1.256
C -0.978 -1.396 2.106
N 0.107 -0.503 1.765
H 1.690 -1.469 2.789
H 2.108 -0.040 1.844
H 3.044 -2.132 0.947
H 1.455 -2.792 0.748
H 2.732 -0.815 -0.957
H 1.083 -1.520 -2.541
H 2.123 -2.875 -2.104
H -0.117 -3.566 -2.261
H 0.577 -3.915 -0.687
H -2.028 -3.184 1.635
H -0.308 -3.353 1.408
H -1.904 -0.818 2.069
H -0.883 -1.777 3.136
H 0.000 0.394 2.221
Br 0.902 2.628 0.891
C -0.477 3.853 0.324
C -0.329 5.151 0.707
C -1.298 6.094 0.311
C -2.359 5.698 -0.449
C -2.510 4.348 -0.850
C -3.605 3.949 -1.653
C -3.725 2.647 -2.039
C -2.764 1.697 -1.628
C -1.666 1.992 -0.844
C -1.556 3.362 -0.459
H 0.521 5.455 1.301
H -1.186 7.128 0.611
H -3.104 6.420 -0.765
H -4.330 4.695 -1.957
H -4.556 2.343 -2.666
H -2.913 0.676 -1.994
O 1.266 1.376 -2.337
N 0.596 1.322 -3.390
O -0.271 0.413 -3.412
*
```

Total energy, Eh: -3939.27564
LUMO energy, eV: -0.16
Frontier orbital gap, eV: 6.9
Maximum force, eV/Å: 2.82
HOMO energy, eV: -7.1



# 2
Below is an isolated molecule of C16H20BrNO4, with properties calculated with ωB97M-V with the def2-TZVPD basis set.

The geometry in ORCA input format:
```
! RIJCOSX wB97M-V def2-TZVPD def2/J DEFGRID3
* xyz 0 1
C -1.858 3.114 -0.772
C -0.671 3.329 0.184
O 0.139 2.085 0.046
C -0.303 1.074 0.921
O -1.362 0.933 1.664
C 0.751 0.133 0.639
C 0.494 -1.211 0.765
C -0.861 -1.879 1.126
N -1.623 -1.460 -0.061
C -1.183 -1.900 -1.258
C -1.361 -0.657 -2.679
C -2.994 -1.839 0.035
C -3.658 -1.258 1.153
O 1.728 -1.992 0.727
C 2.635 -0.851 0.582
C 3.937 -1.220 0.307
C 4.892 -0.406 0.131
Br 6.717 -0.474 0.140
C 4.421 1.190 0.267
O 5.187 2.103 0.148
C 3.033 1.326 0.261
C 2.114 0.232 0.681
H -2.586 2.342 -0.521
H -1.383 2.922 -1.682
H -2.725 4.035 -0.629
H -0.075 4.320 -0.066
H -1.216 3.397 1.157
H -1.227 -1.668 2.173
H -0.551 -3.014 1.004
H -0.124 -2.171 -1.256
H -1.558 -2.920 -1.716
H -2.337 -0.596 -2.548
H -0.954 -1.289 -3.413
H -0.825 0.239 -2.129
H -3.498 -1.451 -0.782
H -3.089 -3.038 0.024
H -3.383 -1.708 2.233
H -3.249 -0.352 1.318
H -4.739 -1.250 1.167
H 4.381 -2.327 0.327
H 6.245 1.964 -0.097
H 2.716 2.193 0.427
*
```

SMILES string: CCOC(=O)c1c(CN(CC)CC)oc2cc(Br)c(O)cc12
Total energy, Eh: -3551.02664
LUMO energy, eV: 0.35
Frontier orbital gap, eV: 8.5
Maximum force, eV/Å: 14.06
HOMO energy, eV: -8.2



# 3
Below is C16H20Cl3N2ORuSi as an isolated structure, with properties calculated with ωB97M-V with the def2-TZVPD basis set.

The geometry in ORCA input format:
```
! RIJCOSX wB97M-V def2-TZVPD def2/J DEFGRID3
* xyz 1 1
Ru 0.878 -0.431 -0.133
O 0.918 -0.500 1.937
C 0.255 0.590 2.666
C 1.311 1.592 3.052
C 2.285 1.924 1.923
C 1.628 2.451 0.683
C 1.618 3.818 0.444
C 1.037 4.331 -0.699
C 0.474 3.450 -1.611
C 0.513 2.108 -1.327
N 1.059 1.610 -0.199
H 0.639 -1.352 2.286
H -0.221 0.147 3.538
H -0.505 1.007 2.016
H 1.874 1.216 3.906
H 0.805 2.507 3.376
H 2.893 1.050 1.688
H 2.973 2.687 2.281
H 2.091 4.474 1.165
H 1.037 5.398 -0.885
H 0.023 3.790 -2.534
H 0.097 1.392 -2.013
Cl 3.497 -2.185 -2.118
Si 3.215 -0.737 -0.669
Cl 4.149 0.974 -1.351
Cl 4.311 -1.374 0.953
C -3.855 -0.168 -0.823
C -3.171 -1.494 -0.979
C -3.853 -2.663 -1.233
C -3.187 -3.883 -1.393
C -1.800 -3.953 -1.278
C -1.083 -2.827 -0.962
C 0.400 -2.766 -0.926
C -1.752 -1.576 -0.805
N -1.001 -0.495 -0.574
H -4.916 -0.248 -1.052
H -3.402 0.574 -1.486
H -3.755 0.215 0.195
H -4.932 -2.629 -1.340
H -3.752 -4.777 -1.630
H -1.288 -4.896 -1.445
H 0.871 -3.746 -0.911
H 0.796 -2.349 0.057
H 0.830 -2.259 -1.788
*
```

Total energy, Eh: -2571.25595
LUMO energy (alpha / beta), eV: -5.09 / -5.10
Frontier orbital gap (alpha / beta), eV: 5.6 / 5.6
Maximum force, eV/Å: 3.09
HOMO energy (alpha / beta), eV: -10.7 / -10.7



# 4
Below is C16H20F5N2O5ReSiTe as an isolated structure, with properties calculated with ωB97M-V with the def2-TZVPD basis set.

The geometry in ORCA input format:
```
! RIJCOSX wB97M-V def2-TZVPD def2/J DEFGRID3
* xyz -1 2
Re 0.251 -0.515 0.130
O -2.880 -3.029 -0.634
C -1.908 -2.426 -0.228
O -1.417 -1.328 -0.729
C -1.161 -2.905 1.000
C -1.360 -4.094 1.684
C -0.510 -4.395 2.739
C 0.539 -3.539 3.076
C 0.682 -2.376 2.350
N -0.191 -2.082 1.388
C 1.820 -1.363 2.437
O 2.629 -1.414 3.331
O 1.817 -0.492 1.456
H -2.155 -4.752 1.365
H -0.640 -5.320 3.286
H 1.249 -3.766 3.858
C 0.300 0.631 -4.219
Si 0.055 1.474 -2.573
C -1.761 1.644 -2.157
C 0.854 3.166 -2.567
H -0.285 1.135 -4.993
H -0.028 -0.409 -4.166
H 1.351 0.637 -4.508
H -2.304 2.181 -2.939
H -1.886 2.195 -1.220
H -2.228 0.666 -2.034
H 0.478 3.758 -3.406
H 1.937 3.085 -2.661
H 0.616 3.703 -1.647
C -2.928 -0.026 1.605
C -1.898 1.046 1.689
C -2.051 2.265 2.266
C -0.825 2.986 2.092
C 0.033 2.172 1.425
C 1.458 2.458 1.082
N -0.602 0.937 1.137
H -3.825 0.321 2.118
H -2.612 -0.949 2.097
H -3.199 -0.266 0.578
H -2.947 2.617 2.753
H -0.602 3.984 2.437
H 1.642 3.524 1.224
H 1.691 2.210 0.049
H 2.143 1.899 1.720
F 3.905 -2.289 -0.732
Te 3.312 -0.574 -1.419
F 1.240 -1.977 -0.817
F 2.928 -1.512 -2.977
F 5.181 -0.384 -1.688
F 3.308 0.960 -2.651
O 0.782 0.531 -1.406
*
```

Total energy, Eh: -2242.87685
LUMO energy (alpha / beta), eV: 1.38 / 1.54
Frontier orbital gap (alpha / beta), eV: 6.5 / 6.4
Maximum force, eV/Å: 1.11
HOMO energy (alpha / beta), eV: -5.2 / -4.8
⟨S²⟩: 0.756



# 5
Below is C16H20F9N4O2PtS as an isolated structure, with properties calculated with ωB97M-V with the def2-TZVPD basis set.

The geometry in ORCA input format:
```
! RIJCOSX wB97M-V def2-TZVPD def2/J DEFGRID3
* xyz 1 1
Pt 0.893 1.607 0.104
C 1.668 -0.343 -3.058
N 2.720 -0.789 -2.148
C 3.271 -2.132 -2.301
C 3.079 -0.031 -1.139
O 2.622 1.115 -0.928
H 1.827 -0.800 -4.030
H 1.711 0.739 -3.148
H 0.686 -0.624 -2.674
H 3.287 -2.390 -3.357
H 2.662 -2.865 -1.771
H 4.289 -2.162 -1.921
H 3.859 -0.447 -0.493
F -3.223 3.628 -0.814
C -1.987 3.491 -0.339
F -1.542 4.694 0.043
F -1.213 3.097 -1.366
C -1.901 2.481 0.850
O -0.627 2.195 1.226
C -2.557 3.142 2.111
F -2.819 2.213 3.034
F -3.698 3.769 1.817
F -1.726 4.030 2.652
C -2.712 1.199 0.478
F -2.412 0.194 1.314
F -2.395 0.775 -0.761
F -4.030 1.380 0.517
S 1.862 5.913 -0.642
C 1.814 5.594 1.036
C 1.565 4.284 1.257
N 1.427 3.547 0.104
C 1.553 4.288 -0.971
H 1.956 6.373 1.764
H 1.451 3.798 2.212
H 1.463 3.895 -1.970
N 0.365 -0.323 0.202
C -0.136 -1.278 0.622
N -0.696 -2.347 1.092
C -1.938 -2.869 0.486
C -1.625 -4.112 -0.334
C -0.875 -5.143 0.508
C 0.391 -4.546 1.122
C 0.063 -3.297 1.927
H -2.391 -2.076 -0.104
H -2.614 -3.106 1.310
H -1.023 -3.826 -1.202
H -2.557 -4.530 -0.716
H -0.622 -6.012 -0.100
H -1.529 -5.501 1.309
H 1.103 -4.286 0.331
H 0.884 -5.270 1.772
H 0.950 -2.791 2.304
H -0.572 -3.543 2.780
*
```

Total energy, Eh: -2407.33961
LUMO energy, eV: -2.53
Frontier orbital gap, eV: 9.6
Maximum force, eV/Å: 0.22
HOMO energy, eV: -12.1



# 6
Below is a 2-piece molecular cluster, C16H20FIN2O3S overall, with properties calculated with ωB97M-V with the def2-TZVPD basis set.

The geometry in ORCA input format:
```
! RIJCOSX wB97M-V def2-TZVPD def2/J DEFGRID3
* xyz 0 1
C 3.790 2.532 0.392
C 3.067 1.181 0.792
C 1.983 0.651 -0.246
I 2.380 1.170 -2.322
C 0.505 0.992 0.201
C -0.552 -0.030 0.163
C -1.994 0.305 0.578
C -2.386 1.635 1.043
C -3.850 2.045 1.454
C -4.903 1.305 0.526
C -4.908 1.869 -0.958
F -5.443 0.902 -1.878
C -1.324 2.711 1.144
N -1.453 3.995 1.581
S 0.051 4.760 1.514
N 0.885 3.468 0.880
C 0.112 2.352 0.704
H 3.192 3.206 -0.273
H 3.944 3.111 1.358
H 4.840 2.344 0.006
H 2.500 1.399 1.751
H 3.799 0.357 1.004
H 2.029 -0.480 -0.200
H -0.348 -1.082 -0.169
H -2.782 -0.491 0.539
H -4.069 1.914 2.548
H -3.938 3.149 1.203
H -5.924 1.541 0.945
H -4.778 0.184 0.525
H -3.860 2.094 -1.309
H -5.550 2.786 -1.074
C 3.365 -4.721 -1.414
C 1.897 -4.452 -1.178
C 1.481 -3.038 -1.465
O 0.342 -2.882 -0.615
C 0.522 -3.734 0.437
O -0.143 -3.733 1.423
O 1.564 -4.580 0.208
H 3.629 -5.721 -1.063
H 3.611 -4.645 -2.475
H 3.989 -4.018 -0.857
H 1.289 -5.172 -1.736
H 1.209 -2.884 -2.510
H 2.231 -2.295 -1.178
*
```

SMILES string: CC[C@H](I)c1ccc(CCCF)c2nsnc12.C[C@@H]1COC(=O)O1
Total energy, Eh: -1752.58941
LUMO energy, eV: -0.96
Frontier orbital gap, eV: 7.6
Maximum force, eV/Å: 4.20
HOMO energy, eV: -8.6



# 7
Below is C16H20I2N2OPbSi as an isolated structure, with properties calculated with ωB97M-V with the def2-TZVPD basis set.

The geometry in ORCA input format:
```
! RIJCOSX wB97M-V def2-TZVPD def2/J DEFGRID3
* xyz 2 1
Pb 3.701 -0.053 -1.683
I -0.929 -3.747 2.835
C 0.009 -2.335 1.622
C -0.617 -1.896 0.467
C -0.003 -0.954 -0.341
I -0.944 -0.322 -2.086
C 1.251 -0.429 -0.007
O 1.851 0.500 -0.761
C 1.872 -0.891 1.164
C 3.190 -0.290 1.539
N 4.283 -0.696 0.604
C 5.557 -0.026 0.936
C 5.515 1.433 0.547
C 6.187 2.400 1.273
C 6.141 3.717 0.844
C 5.415 4.037 -0.293
C 4.764 3.022 -0.963
N 4.818 1.748 -0.553
C 1.253 -1.837 1.970
H -1.582 -2.293 0.187
H 3.471 -0.573 2.556
H 3.128 0.799 1.491
H 4.409 -1.702 0.685
H 6.365 -0.523 0.394
H 5.779 -0.114 2.002
H 6.736 2.122 2.163
H 6.662 4.488 1.397
H 5.350 5.053 -0.655
H 4.180 3.226 -1.852
H 1.741 -2.169 2.879
C -6.755 -4.763 1.740
Si -6.541 -3.358 0.602
C -5.578 -1.903 1.123
C -7.426 -3.371 -0.988
H -7.703 -4.621 2.274
H -5.961 -4.827 2.483
H -6.842 -5.706 1.196
H -6.318 -1.136 1.397
H -4.967 -1.460 0.333
H -4.959 -2.100 1.997
H -8.502 -3.311 -0.782
H -7.268 -4.321 -1.505
H -7.151 -2.543 -1.640
*
```

Total energy, Eh: -1883.68383
LUMO energy, eV: -6.42
Frontier orbital gap, eV: 6.2
Maximum force, eV/Å: 0.14
HOMO energy, eV: -12.6



# 8
Below is a 2-piece molecular cluster, C16H20N2O6 overall, with properties calculated with ωB97M-V with the def2-TZVPD basis set.

The geometry in ORCA input format:
```
! RIJCOSX wB97M-V def2-TZVPD def2/J DEFGRID3
* xyz 0 1
C -4.170 -2.810 -3.563
C -3.545 -3.781 -2.589
C -4.240 -4.955 -2.261
C -3.706 -5.877 -1.357
C -2.467 -5.632 -0.766
C -1.761 -4.470 -1.084
C -2.284 -3.535 -1.996
C -1.499 -2.334 -2.313
O -1.172 -2.126 -3.474
C -1.146 -1.362 -1.195
C 0.021 -0.437 -1.549
O -0.146 0.364 -2.471
C 1.206 -0.313 -0.636
O 2.238 0.185 -1.064
O 1.075 -0.705 0.665
H -4.147 -1.793 -3.161
H -3.622 -2.825 -4.511
H -5.213 -3.071 -3.766
H -5.205 -5.159 -2.714
H -4.255 -6.783 -1.117
H -2.049 -6.349 -0.065
H -0.788 -4.310 -0.626
H -2.023 -0.750 -0.976
H -0.906 -1.929 -0.295
H 1.884 -0.368 1.122
C 4.936 2.318 3.154
N 3.801 2.849 2.402
C 2.850 2.109 1.823
O 2.837 0.882 1.901
C 1.713 2.834 1.085
N 1.158 4.010 1.773
C 1.759 5.192 1.900
C 0.964 6.285 2.574
O 2.901 5.408 1.518
H 5.399 3.115 3.738
H 5.672 1.904 2.463
H 4.601 1.527 3.828
H 3.755 3.851 2.243
H 0.911 2.119 0.907
H 2.102 3.147 0.114
H 0.224 3.929 2.139
H 0.659 5.955 3.566
H 0.087 6.516 1.973
H 1.589 7.174 2.662
*
```

SMILES string: Cc1ccccc1C(=O)CC(=O)C(=O)O.CNC(=O)CNC(C)=O
Total energy, Eh: -1182.68588
LUMO energy, eV: -0.15
Frontier orbital gap, eV: 9.2
Maximum force, eV/Å: 3.70
HOMO energy, eV: -9.3



# 9
Below is C16H20N2OPTm as an isolated structure, with properties calculated with ωB97M-V with the def2-TZVPD basis set.

The geometry in ORCA input format:
```
! RIJCOSX wB97M-V def2-TZVPD def2/J DEFGRID3
* xyz 0 3
C 1.504 -1.945 -4.375
C 0.444 -2.897 -4.320
C -0.786 -2.184 -4.183
C -0.497 -0.791 -4.415
C 0.919 -0.641 -4.523
Tm 2.085 -1.083 -0.139
P 4.359 0.152 -1.094
H 2.579 -2.116 -4.283
H 0.592 -3.974 -4.186
H -1.775 -2.597 -3.938
H 1.462 0.310 -4.708
H -1.234 -0.039 -4.689
H 4.802 1.195 -1.990
H 5.497 -0.704 -1.415
H 4.998 0.759 0.079
C -2.056 1.900 2.690
N -1.795 1.432 1.357
N -0.825 0.502 1.120
C -0.604 0.459 -0.226
O 0.364 -0.267 -0.723
C -1.484 1.390 -0.839
C -2.154 2.014 0.189
C -3.078 3.160 0.161
C -0.231 -0.289 2.152
C -1.076 -0.868 3.094
C -0.497 -1.584 4.158
C 0.896 -1.737 4.211
C 1.731 -1.201 3.232
C 1.180 -0.501 2.117
H -2.654 1.192 3.278
H -2.655 2.819 2.600
H -1.133 2.159 3.237
H -1.558 1.569 -1.902
H -4.065 2.944 0.580
H -2.699 4.040 0.696
H -3.233 3.480 -0.874
H -2.156 -0.768 3.013
H -1.152 -2.005 4.937
H 1.332 -2.297 5.050
H 2.817 -1.298 3.286
H 1.834 0.307 1.583
*
```

Total energy, Eh: -2232.71454
LUMO energy (alpha / beta), eV: -0.89 / -0.79
Frontier orbital gap (alpha / beta), eV: 4.1 / 4.3
Maximum force, eV/Å: 3.72
HOMO energy (alpha / beta), eV: -5.0 / -5.1
⟨S²⟩: 2.036



# 10
Below is a 4-piece molecular cluster, C16H20N4 overall, with properties calculated with ωB97M-V with the def2-TZVPD basis set.

The geometry in ORCA input format:
```
! RIJCOSX wB97M-V def2-TZVPD def2/J DEFGRID3
* xyz 0 1
C -0.942 0.258 -2.046
C -0.509 -1.087 -1.681
C 1.001 -1.029 -1.434
N 1.381 0.251 -1.677
C 0.368 1.141 -2.042
H -1.791 0.492 -2.072
H -1.174 -1.881 -1.739
H 1.622 -1.698 -1.150
H 2.452 0.310 -1.450
H 0.594 2.198 -2.166
C 0.170 -0.564 3.197
C 0.983 0.767 3.351
C 0.882 1.338 1.990
N 0.168 0.477 1.168
C -0.308 -0.683 1.862
H -0.088 -1.428 3.949
H 1.521 1.131 4.163
H 1.383 2.283 1.610
H 0.102 0.452 0.117
H -0.801 -1.476 1.343
C -4.694 -1.186 -0.597
C -6.036 -1.218 0.033
C -5.893 -0.413 1.297
N -4.732 0.289 1.248
C -3.977 -0.094 0.095
H -4.557 -1.599 -1.610
H -6.822 -2.026 -0.183
H -6.435 -0.185 2.129
H -4.467 1.133 1.928
H -2.854 0.412 0.007
C 4.029 0.468 0.306
C 4.398 -0.805 -0.488
C 4.713 -0.356 -1.921
N 4.669 1.036 -1.910
C 4.188 1.526 -0.737
H 3.626 0.652 1.240
H 4.262 -1.855 0.004
H 4.607 -0.979 -2.762
H 4.899 1.434 -2.908
H 4.062 2.512 -0.465
*
```

SMILES string: c1cc[nH]c1.c1cc[nH]c1.c1cc[nH]c1.c1cc[nH]c1
Total energy, Eh: -840.37390
LUMO energy, eV: 0.52
Frontier orbital gap, eV: 8.3
Maximum force, eV/Å: 18.23
HOMO energy, eV: -7.7



# 11
Below is C16H20N4O3RuS2 as an isolated structure, with properties calculated with ωB97M-V with the def2-TZVPD basis set.

The geometry in ORCA input format:
```
! RIJCOSX wB97M-V def2-TZVPD def2/J DEFGRID3
* xyz 2 5
Ru -0.742 0.114 -0.480
S -0.495 2.216 -2.028
C -1.517 2.737 -0.735
C -2.038 4.013 -0.545
C -2.888 4.213 0.533
C -3.214 3.146 1.363
C -2.651 1.897 1.120
N -1.805 1.719 0.114
H -1.781 4.811 -1.228
H -3.298 5.196 0.723
H -3.892 3.273 2.195
H -2.864 1.030 1.733
C 1.087 -3.547 -0.220
C 0.435 -2.208 -0.159
O 0.193 -1.559 -1.242
O 0.106 -1.673 0.929
H 0.375 -4.275 -0.613
H 1.396 -3.859 0.773
H 1.935 -3.520 -0.903
C -4.483 -2.257 -1.190
C -3.124 -1.673 -1.410
N -2.501 -1.973 -2.540
O -2.627 -0.918 -0.530
H -5.198 -1.762 -1.849
H -4.791 -2.103 -0.160
H -4.490 -3.322 -1.417
H -2.928 -2.576 -3.223
H -1.564 -1.649 -2.719
N 1.743 -0.323 2.545
C 2.097 0.781 1.920
S 1.288 1.294 0.470
N 3.041 1.565 2.447
C 3.612 2.740 1.871
C 4.140 2.726 0.581
C 4.616 3.899 0.022
C 4.597 5.077 0.756
C 4.138 5.070 2.067
C 3.657 3.902 2.633
H 1.051 -0.937 2.120
H 2.224 -0.635 3.375
H 3.295 1.385 3.409
H 4.236 1.787 0.053
H 5.033 3.892 -0.976
H 4.970 5.994 0.321
H 4.142 5.985 2.644
H 3.296 3.893 3.655
*
```

Total energy, Eh: -1957.19990
LUMO energy (alpha / beta), eV: -6.92 / -9.61
Frontier orbital gap (alpha / beta), eV: 7.0 / 4.3
Maximum force, eV/Å: 1.83
HOMO energy (alpha / beta), eV: -13.9 / -13.9
⟨S²⟩: 6.033